[1]
# C29H38InNO5

C29H38InNO5 as an isolated structure in a non-equilibrium geometry (ωB97M-V/def2-TZVPD, the Open Molecules 2025 dataset).

Computed properties:
Charge = -2
HOMO level (spin up / spin down) = 1.69 / 1.69 eV
LUMO level (spin up / spin down) = 4.037 / 4.037 eV
HOMO-LUMO gap (spin up / spin down) = 0.0864 / 0.0864 Ha

Each line ends with the Mulliken charge.
CARTESIAN COORDINATES (ANGSTROEM)
C 0.316 -0.810 -4.165  3.51
C 0.097 -1.315 -2.711  -1.86
C -0.046 0.692 -4.195  -1.67
C -0.904 0.980 -2.894  0.51
H -0.621 0.864 -5.111  0.28
H 0.877 1.293 -4.255  0.23
C -1.039 -0.472 -2.151  0.46
H 1.059 -1.208 -2.184  0.23
H -0.201 -2.372 -2.686  0.52
C -1.386 -0.808 -0.683  -1.24
H -1.920 -0.848 -2.709  0.32
H -1.922 1.200 -3.257  0.24
C -0.415 2.162 -2.210  0.38
C 1.719 -1.118 -4.663  -0.30
C -0.486 -1.589 -5.219  -0.32
O -1.123 -1.044 -6.103  -0.66
O 2.667 -1.381 -3.939  -0.65
O 1.794 -1.080 -6.008  -0.26
O -0.409 -2.932 -5.126  -0.30
C -0.963 -3.523 -6.307  -0.83
H -0.792 -4.590 -6.205  0.26
H -0.440 -3.141 -7.184  0.31
H -2.022 -3.280 -6.398  0.30
C 3.104 -1.393 -6.463  -0.85
H 3.853 -0.739 -6.005  0.31
H 3.073 -1.256 -7.536  0.25
H 3.356 -2.429 -6.221  0.33
O -0.412 -0.572 0.347  -0.30
H -1.514 -1.912 -0.690  0.33
H -2.415 -0.443 -0.466  0.38
C -1.340 3.179 -1.667  -1.19
C 1.028 2.200 -1.827  -1.16
H 1.597 2.864 -2.511  0.12
H 1.543 1.222 -1.839  0.09
H 1.194 2.594 -0.804  0.20
H -0.932 3.686 -0.777  0.20
H -2.315 2.759 -1.365  0.30
H -1.532 3.953 -2.432  0.20
In -0.352 -0.024 2.218  1.16
C -2.518 -1.061 4.650  -0.33
C -2.851 -0.795 3.297  -1.08
C -2.267 -1.849 2.493  -0.49
H -3.489 0.011 2.942  0.47
C -1.477 -2.666 3.368  -0.72
C -1.671 -2.204 4.692  -0.44
H -1.281 -2.663 5.593  0.41
H -2.889 -0.522 5.516  0.51
H -2.558 -2.110 1.473  0.76
H -0.871 -3.516 3.078  0.42
C 2.616 -0.044 3.517  -0.58
C 2.360 -1.018 4.510  -0.46
C 1.806 -2.164 3.883  -0.48
H 2.573 -0.911 5.571  0.56
C 1.717 -1.919 2.495  -0.59
C 2.208 -0.581 2.252  -0.78
H 2.398 -0.138 1.272  0.62
H 3.074 0.928 3.678  0.34
H 1.523 -3.084 4.396  0.45
H 1.415 -2.624 1.723  0.48
C -0.076 0.518 5.762  -0.72
C -0.077 1.767 4.978  0.63
C -0.014 3.043 5.574  -1.13
C -0.048 3.977 4.542  -0.90
C -0.132 3.261 3.328  0.38
C -0.201 3.907 1.996  -0.74
N -0.156 1.905 3.605  0.19
H 0.791 0.486 6.437  0.31
H -0.047 -0.374 5.133  -0.40
H -0.969 0.472 6.402  0.30
H 0.040 3.194 6.650  0.42
H -0.035 5.067 4.622  0.38
H -0.732 4.868 2.108  0.31
H 0.801 4.165 1.612  0.23
H -0.736 3.303 1.252  -0.11

[2]
# C5H11N2

A 2-piece molecular cluster, C5H11N2 overall in a non-equilibrium geometry (ωB97M-V/def2-TZVPD, the Open Molecules 2025 dataset).

Computed properties:
Charge = +1
HOMO level = -13.48 eV
LUMO level = -4.164 eV
HOMO-LUMO gap = 0.3424 Ha

Each line ends with the natural charge from an NBO analysis.
CARTESIAN COORDINATES (ANGSTROEM)
C 2.474 0.842 -0.259  -0.01
C -2.218 0.003 -0.820  -0.22
C -2.296 -0.355 0.614  -0.23
C 1.580 -1.405 0.102  -0.45
C -0.400 1.346 0.393  0.18
N -1.422 0.619 0.110  -0.29
N 1.637 0.013 0.163  -0.39
H 2.322 1.845 -0.235  0.17
H 3.404 0.426 -0.498  0.17
H -1.747 -0.674 -1.578  0.24
H -3.021 0.582 -1.255  0.24
H -3.149 -0.028 1.220  0.25
H -1.937 -1.388 0.681  0.25
H 2.509 -1.956 -0.372  0.20
H 0.715 -1.587 -0.460  0.21
H 1.738 -1.673 1.161  0.24
H 0.124 1.845 -0.357  0.22
H -0.312 1.543 1.389  0.22

[3]
# C34H37CoN10O3S

C34H37CoN10O3S as an isolated structure in a non-equilibrium geometry (ωB97M-V/def2-TZVPD, the Open Molecules 2025 dataset).

Computed properties:
Charge = +1
Multiplicity = 4
HOMO level (spin up / spin down) = -10.11 / -10.12 eV
LUMO level (spin up / spin down) = -3.559 / -3.564 eV
HOMO-LUMO gap (spin up / spin down) = 0.2408 / 0.2410 Ha

Each line ends with the Mulliken charge.
CARTESIAN COORDINATES (ANGSTROEM)
Co 11.667 7.349 15.267  0.64
C 14.161 11.640 19.105  -0.63
C 13.856 10.293 19.096  -1.27
C 13.124 9.746 18.041  0.69
C 12.675 10.562 16.988  -0.38
C 12.969 11.928 17.041  -0.49
C 13.691 12.445 18.065  -0.64
N 11.923 9.912 15.975  1.10
N 11.412 10.752 15.145  -0.63
C 10.584 10.215 14.116  -0.20
C 10.186 11.163 13.217  -0.43
C 9.319 10.729 12.214  -0.79
C 8.979 9.400 12.191  -0.70
C 9.537 8.519 13.121  -1.06
N 10.353 8.912 14.063  0.96
H 14.776 12.075 19.844  0.49
H 14.251 9.603 19.843  0.46
H 12.949 8.689 18.037  0.54
H 12.656 12.601 16.242  0.44
H 13.914 13.524 18.089  0.38
H 10.544 12.173 13.314  0.62
H 8.884 11.383 11.484  0.45
H 8.292 9.060 11.432  0.53
H 9.343 7.447 13.010  0.57
N 19.581 9.350 16.303  -0.55
C 18.407 8.638 16.340  0.97
C 18.413 7.294 16.693  -0.76
C 17.244 6.555 16.697  -0.68
C 16.056 7.196 16.378  -0.14
C 16.024 8.525 16.038  -0.19
C 17.194 9.257 15.990  -1.02
S 14.579 6.278 16.513  1.39
O 13.814 6.758 17.652  -0.78
O 14.976 4.899 16.543  -0.77
N 13.582 6.555 15.196  -0.30
C 13.890 5.965 14.028  0.76
N 15.111 5.583 13.630  -0.44
C 15.289 5.160 12.392  -0.31
C 14.271 5.103 11.456  -0.99
C 13.024 5.348 11.936  0.09
N 12.839 5.724 13.198  0.33
H 20.306 9.006 16.902  0.23
H 19.569 10.346 16.327  0.23
H 19.334 6.778 16.857  0.38
H 17.242 5.503 16.953  0.54
H 15.074 8.951 15.775  0.39
H 17.162 10.302 15.668  0.30
H 16.294 4.843 12.111  0.44
H 14.473 4.883 10.421  0.45
H 12.165 5.274 11.310  0.36
C 11.698 8.897 6.993  -1.43
C 11.719 8.687 8.474  0.92
C 12.627 9.314 9.306  -0.96
C 12.611 9.062 10.684  -0.58
N 11.756 8.209 11.242  0.40
C 10.884 7.603 10.415  -0.25
C 10.823 7.837 9.069  -0.90
H 12.518 9.539 6.674  0.37
H 10.769 9.365 6.688  0.33
H 11.733 7.918 6.507  0.35
H 13.361 10.018 8.940  0.38
H 13.286 9.568 11.381  0.44
H 10.184 6.915 10.853  0.59
H 10.072 7.316 8.489  0.45
O 11.049 7.117 17.108  -0.31
C 9.933 6.863 17.575  0.21
C 8.712 6.665 16.700  -0.26
C 7.786 7.925 16.953  -0.82
C 8.484 9.184 17.491  0.41
C 8.694 9.150 18.996  -0.88
C 9.929 8.339 19.430  -0.23
N 9.716 6.951 18.904  -0.13
H 8.172 5.731 16.964  0.46
H 9.022 6.573 15.672  -0.21
H 6.954 7.694 17.600  0.37
H 7.391 8.192 15.941  0.46
H 7.826 10.049 17.243  0.41
H 9.465 9.332 17.031  -0.58
H 7.827 8.695 19.511  0.33
H 8.775 10.176 19.377  0.40
H 10.054 8.298 20.489  0.46
H 10.830 8.769 18.990  -0.23
H 8.787 6.628 19.148  0.36
N 10.574 5.120 13.216  -0.65
C 11.420 5.919 13.717  0.50
H 10.934 4.401 12.595  0.28

[4]
# C44H91N4O23PS7Si

A 7-piece molecular cluster, C44H91N4O23PS7Si overall in a non-equilibrium geometry (ωB97M-V/def2-TZVPD, the Open Molecules 2025 dataset).

Computed properties:
Charge = 0
HOMO level = -8.03 eV
SMILES = C[Si](C)(C)OCCc1c(CN)c(N)cc2c1N(CCCCO)c1c(ccc([PH2]=N)c1COCOCCO)S2.CCOS(C)(=O)=O.CCOS(C)(=O)=O.CCOS(C)(=O)=O.CCOS(C)(=O)=O.CCOS(C)(=O)=O.CCOS(C)(=O)=O
LUMO level = 0.295 eV
HOMO-LUMO gap = 0.3058 Ha

Each line ends with the Mulliken charge.
CARTESIAN COORDINATES (ANGSTROEM)
C 6.686 3.071 0.690  -1.19
Si 5.013 2.270 0.533  0.51
C 3.715 3.591 0.658  -0.66
C 4.873 1.477 -1.144  -0.92
O 4.694 1.228 1.767  -0.66
C 4.902 -0.172 1.682  -0.96
C 3.644 -0.825 1.130  -0.54
C 3.109 -2.024 1.841  -0.05
C 3.921 -3.133 2.150  0.95
C 5.351 -3.224 1.728  -1.85
N 6.315 -2.873 2.779  -0.53
C 3.349 -4.240 2.842  1.07
N 4.158 -5.371 3.131  -0.62
C 1.989 -4.238 3.174  -1.05
C 1.189 -3.146 2.842  1.29
C 1.741 -2.027 2.186  -2.29
N 0.892 -0.917 1.879  1.79
C 0.648 0.001 3.040  -0.60
C 1.625 -0.196 4.161  0.14
C 1.447 0.780 5.293  -1.06
C 0.215 0.530 6.123  -0.49
O 0.643 0.159 7.432  -0.55
C -0.291 -1.365 1.214  -1.32
C -1.065 -2.409 1.775  1.16
C -2.248 -2.836 1.161  -0.99
C -2.647 -2.251 -0.043  -1.07
C -1.853 -1.245 -0.652  0.54
P -2.442 -0.681 -2.259  0.64
N -3.149 -1.789 -3.116  -0.86
C -0.685 -0.787 -0.008  0.47
C 0.137 0.289 -0.616  -0.85
O -0.627 1.340 -1.211  -0.44
C -1.038 2.365 -0.400  -0.49
O -2.094 1.907 0.393  0.18
C -2.797 2.964 1.005  -0.74
C -3.883 2.387 1.853  -0.56
O -3.541 2.238 3.216  -0.32
S -0.517 -3.176 3.242  -0.35
H 6.597 4.039 0.222  0.31
H 7.465 2.548 0.166  0.33
H 6.990 3.239 1.708  0.34
H 3.831 4.141 1.578  0.34
H 2.745 3.123 0.701  -0.13
H 3.749 4.263 -0.181  0.35
H 3.870 1.109 -1.287  0.24
H 5.569 0.670 -1.305  0.37
H 5.043 2.212 -1.914  0.39
H 5.129 -0.541 2.665  0.54
H 5.763 -0.400 1.070  0.45
H 2.889 -0.065 1.141  0.07
H 3.794 -1.085 0.092  0.81
H 5.521 -2.572 0.892  0.58
H 5.506 -4.236 1.391  0.60
H 6.569 -3.684 3.315  0.25
H 7.163 -2.506 2.382  0.21
H 3.597 -6.144 3.447  0.25
H 4.831 -5.176 3.855  0.18
H 1.552 -5.077 3.679  0.34
H 0.772 1.014 2.682  0.39
H -0.373 -0.091 3.372  0.37
H 2.625 -0.109 3.762  -0.29
H 1.531 -1.179 4.597  0.16
H 1.432 1.787 4.901  0.43
H 2.264 0.677 5.983  0.44
H -0.382 -0.262 5.692  0.35
H -0.405 1.402 6.176  0.28
H -0.009 -0.427 7.812  0.31
H -2.822 -3.622 1.605  0.47
H -3.528 -2.597 -0.543  0.56
H -1.277 -0.178 -2.821  0.04
H -3.222 0.450 -1.988  0.00
H -4.097 -1.558 -3.368  0.25
H 0.740 -0.105 -1.415  0.42
H 0.805 0.683 0.130  0.06
H -1.364 3.169 -1.045  0.44
H -0.223 2.719 0.233  0.20
H -3.218 3.614 0.246  0.36
H -2.127 3.555 1.626  0.37
H -4.149 1.411 1.492  0.34
H -4.754 3.022 1.771  0.31
H -3.145 3.062 3.504  0.24
C 4.592 1.684 -7.145  -1.01
C 5.837 1.347 -6.352  -0.17
O 6.880 2.352 -6.483  -0.22
S 6.701 3.708 -5.693  1.13
C 8.343 4.301 -5.885  -0.96
O 6.439 3.405 -4.318  -0.54
O 5.798 4.568 -6.393  -0.64
H 4.082 2.558 -6.745  0.38
H 3.908 0.836 -7.111  0.39
H 4.845 1.892 -8.184  0.20
H 5.607 1.195 -5.298  0.26
H 6.281 0.431 -6.733  0.18
H 9.021 3.633 -5.363  0.31
H 8.365 5.294 -5.444  0.37
H 8.573 4.351 -6.945  0.33
C -9.792 3.291 4.045  -1.22
C -9.430 2.247 5.080  -0.30
O -8.069 1.771 4.967  -0.21
S -6.917 2.726 5.492  1.26
C -5.611 1.560 5.477  -0.96
O -7.237 3.120 6.832  -0.69
O -6.668 3.746 4.519  -0.59
H -9.240 4.215 4.199  0.31
H -10.858 3.508 4.112  0.40
H -9.568 2.927 3.043  0.29
H -9.589 2.613 6.095  0.35
H -10.028 1.346 4.953  0.32
H -5.817 0.782 6.207  0.39
H -4.709 2.102 5.738  0.38
H -5.522 1.156 4.475  0.25
C -8.347 -0.212 7.697  -0.54
C -9.488 0.034 8.660  -0.70
O -10.433 -1.063 8.726  -0.19
S -9.980 -2.356 9.532  1.20
C -11.553 -3.123 9.629  -0.90
O -9.530 -1.943 10.826  -0.67
O -9.105 -3.140 8.714  -0.62
H -7.704 -1.019 8.043  0.51
H -7.752 0.696 7.612  0.05
H -8.724 -0.486 6.711  0.23
H -9.128 0.248 9.666  0.38
H -10.093 0.880 8.341  0.23
H -12.215 -2.506 10.227  0.32
H -11.403 -4.092 10.099  0.45
H -11.946 -3.251 8.626  0.21
C -17.251 -5.318 7.007  -0.98
C -15.766 -5.138 6.775  -0.34
O -15.397 -3.771 6.454  -0.28
S -15.367 -2.727 7.641  1.18
C -14.513 -1.445 6.798  -0.98
O -14.548 -3.259 8.691  -0.58
O -16.694 -2.300 7.952  -0.62
H -17.582 -4.802 7.906  0.30
H -17.469 -6.380 7.118  0.38
H -17.820 -4.926 6.166  0.27
H -15.178 -5.465 7.632  0.32
H -15.433 -5.702 5.907  0.28
H -13.511 -1.787 6.554  0.31
H -14.475 -0.600 7.482  0.38
H -15.072 -1.187 5.904  0.36
C 8.507 -4.145 -10.183  -0.99
C 8.846 -3.125 -9.117  -0.37
O 8.767 -1.756 -9.587  -0.27
S 7.325 -1.131 -9.768  1.22
C 7.816 0.543 -9.948  -0.80
O 6.606 -1.299 -8.539  -0.64
O 6.746 -1.598 -10.989  -0.62
H 7.460 -4.088 -10.474  0.30
H 8.706 -5.145 -9.798  0.39
H 9.112 -3.980 -11.074  0.27
H 8.208 -3.229 -8.238  0.35
H 9.878 -3.225 -8.792  0.27
H 8.267 0.879 -9.018  0.28
H 6.915 1.113 -10.161  0.36
H 8.518 0.620 -10.776  0.24
C 13.153 1.219 -13.333  -0.96
C 12.905 2.678 -13.652  -0.36
O 11.568 2.935 -14.154  -0.29
S 10.383 2.933 -13.108  1.25
C 9.165 3.650 -14.150  -0.95
O 10.704 3.822 -12.033  -0.68
O 10.009 1.584 -12.809  -0.58
H 12.551 0.884 -12.491  0.29
H 14.205 1.083 -13.083  0.38
H 12.909 0.593 -14.190  0.27
H 13.081 3.320 -12.788  0.34
H 13.550 3.019 -14.457  0.27
H 9.463 4.666 -14.390  0.33
H 8.235 3.644 -13.587  0.37
H 9.072 3.042 -15.044  0.32

The records above yield E_tot values of -47585.342, -8332.853, -105357.731, -193167.811 eV, respectively.